[1]
This record from the Open Molecules 2025 dataset describes a molecular structure, C30H83MgN6O9 at a distorted geometry. The level of theory is the ωB97M-V functional and the def2-TZVPD basis.

Atoms and positions in Å:
Mg -1.02819 1.53743 -2.36415
C 0.48922 -1.58609 -0.26082
C -0.02333 -0.23644 0.11041
O -0.45082 0.51900 -0.95288
H 1.34525 -1.55894 -0.94348
H -0.29802 -2.23845 -0.67418
H 0.82238 -2.15755 0.62654
H 0.71590 0.28423 0.76624
H -0.85377 -0.40049 0.84726
C 4.58674 1.10469 -2.57812
C 4.48313 1.24859 -4.08308
O 3.10352 1.56564 -4.52106
H 4.18131 0.16066 -2.21297
H 3.99904 1.91451 -2.11860
H 5.60849 1.25269 -2.24288
H 4.87150 0.39636 -4.65290
H 5.13252 2.09229 -4.38536
H 3.17026 1.85263 -5.44552
C 5.71335 -2.86924 -0.47492
C 5.56101 -1.48205 -0.12337
O 5.99755 -1.24211 1.20297
H 6.73893 -3.18321 -0.31442
H 5.47598 -2.97551 -1.53556
H 5.00522 -3.49290 0.07146
H 4.52863 -1.11645 -0.29138
H 6.15237 -0.87925 -0.84299
H 6.09079 -0.29180 1.31996
C 0.75901 3.86763 -1.03603
C 0.74439 3.91389 -2.55936
C 2.00013 4.51165 -3.09510
O 2.23242 5.65187 -2.41610
C 3.44810 6.25322 -2.80755
N 0.57550 2.45214 -3.13221
H 1.66409 3.34410 -0.71107
H -0.11335 3.38265 -0.58460
H 0.82937 4.88614 -0.66056
H -0.10143 4.50926 -2.92771
H 1.81802 4.73662 -4.17863
H 2.85650 3.80865 -3.08037
H 4.29743 5.58817 -2.58823
H 3.53044 7.18026 -2.26955
H 3.45574 6.45462 -3.89197
H 1.49028 1.96633 -2.98030
H 0.59345 2.56032 -4.17648
C -2.12592 2.72547 6.21170
C -2.20824 3.96128 5.38537
C -1.29350 3.83095 4.14862
O -1.60016 2.70078 3.33445
C -0.75967 2.67569 2.20762
N -3.62033 4.17555 5.10188
H -1.09106 2.45455 6.46912
H -2.62756 1.88513 5.74327
H -2.60277 2.92007 7.17446
H -1.86122 4.82365 5.95703
H -0.28118 3.60894 4.56148
H -1.23845 4.76820 3.57473
H 0.31576 2.61702 2.45269
H -0.89314 3.63038 1.65157
H -1.03301 1.82222 1.58515
H -3.99463 3.46283 4.47590
H -3.77956 5.05307 4.59154
C 3.24992 -0.32579 3.96329
C 3.88220 -1.64691 4.33517
C 3.50468 -2.67852 3.36774
O 3.78333 -3.97292 3.79461
C 3.68061 -4.90760 2.77793
N 5.35753 -1.53572 4.57432
H 3.46788 0.42344 4.70951
H 2.15471 -0.42945 3.87123
H 3.60514 -0.04784 2.95971
H 3.47157 -2.00532 5.29637
H 3.86164 -2.50031 2.33529
H 2.39457 -2.54333 3.31483
H 2.62446 -5.21636 2.60827
H 4.18988 -5.82128 3.10323
H 4.13244 -4.56207 1.84276
H 5.82104 -1.48485 3.65827
H 5.56978 -0.62126 4.98085
C 0.84136 -1.24324 -6.22832
C 1.08972 -1.65453 -4.79372
C 2.45994 -2.30496 -4.66930
O 2.75598 -2.66927 -3.34609
C 2.00068 -3.77816 -2.92729
N 0.96101 -0.55258 -3.85735
H -0.13054 -0.75082 -6.32262
H 0.69773 -2.14696 -6.83718
H 1.64676 -0.64463 -6.64998
H 0.40744 -2.47925 -4.54621
H 3.24334 -1.60048 -4.98925
H 2.55431 -3.18988 -5.33976
H 0.91535 -3.60710 -3.02405
H 2.25518 -4.02246 -1.91434
H 2.20384 -4.65162 -3.59177
H 1.14454 -0.84937 -2.89787
H 1.67489 0.17539 -4.07651
C -6.62740 -2.73089 -3.53736
C -6.94454 -2.82886 -2.05449
C -6.05453 -1.99820 -1.23567
O -4.73935 -2.35949 -1.48457
C -3.86803 -1.71801 -0.60460
N -8.35496 -2.38493 -1.79894
H -6.84016 -1.73064 -3.93399
H -7.27949 -3.39950 -4.10592
H -5.57563 -2.96671 -3.71956
H -6.83718 -3.89512 -1.78308
H -6.31287 -2.15821 -0.16227
H -6.28104 -0.92589 -1.43003
H -2.84737 -1.90358 -0.92727
H -4.05852 -2.02864 0.42829
H -4.03524 -0.61666 -0.66694
H -8.59846 -2.49684 -0.80798
H -8.98907 -2.97663 -2.32195
C -6.17397 0.31575 2.56392
C -4.92068 0.70776 3.24533
C -3.91354 -0.37673 3.08345
O -4.42556 -1.52198 3.62157
C -3.76401 -2.62664 3.24023
N -4.46115 1.94052 2.62678
H -6.11064 0.41270 1.46950
H -7.00996 0.93962 2.88578
H -6.42091 -0.73110 2.75464
H -5.13746 0.89230 4.29200
H -2.95279 -0.10447 3.55709
H -3.72592 -0.52368 1.99417
H -3.52025 -2.58790 2.16474
H -4.42135 -3.47442 3.40248
H -2.85266 -2.74440 3.83004
H -4.46033 1.85320 1.60927
H -3.46225 2.19272 2.86663

Spin multiplicity: 1
Total charge: +1
E_LUMO (eV): -4.900
Orbital gap (eV): 5.65
Total energy (eV): -65259.728
Molecular weight (g mol⁻¹): 696.332

[2]
This record from the Open Molecules 2025 dataset describes a molecular structure, C35H38N6O2S2Tc. The level of theory is the ωB97M-V functional and the def2-TZVPD basis.

Atoms and positions in Å:
Tc 0.26604 0.27401 0.08022
O -3.03279 2.42050 -0.25452
C -2.52799 1.33210 -0.01403
O -1.40561 1.23256 0.64634
C -3.25288 0.08943 -0.47405
C -4.63717 0.24927 -0.62336
C -5.45489 -0.78526 -1.02376
C -4.88641 -2.02490 -1.29800
C -3.52600 -2.20120 -1.16617
C -2.67908 -1.15801 -0.75354
S -0.97183 -1.57408 -0.69792
H -5.04736 1.22650 -0.40810
H -6.52195 -0.63288 -1.11960
H -5.50617 -2.85484 -1.61428
H -3.07809 -3.16329 -1.38208
C 2.73447 0.74521 -4.96131
C 3.72269 -0.41583 -4.86021
C 3.40930 -1.40935 -5.98780
C 5.14274 0.13662 -5.04383
C 3.62966 -1.13035 -3.51323
C 4.43124 -2.26267 -3.27883
C 4.38445 -2.96113 -2.09107
C 3.50952 -2.52381 -1.10323
S 3.20960 -3.19338 0.46962
C 2.04311 -1.95011 0.76051
N 1.89104 -1.09079 -0.22556
C 2.70813 -1.40175 -1.30759
C 2.77665 -0.70236 -2.51179
C 1.29841 -1.74625 1.97639
C 1.46362 -2.51185 3.13451
C 0.74885 -2.17943 4.26447
C -0.12493 -1.08870 4.22836
C -0.29183 -0.34136 3.07562
C 0.41919 -0.64721 1.90879
H 2.82627 1.21726 -5.94106
H 2.91851 1.51029 -4.20646
H 1.70348 0.39692 -4.85344
H 3.46238 -0.90414 -6.95457
H 2.40532 -1.82165 -5.87029
H 4.11453 -2.24040 -6.00832
H 5.22765 0.64244 -6.00789
H 5.88884 -0.65839 -5.01366
H 5.38087 0.85493 -4.25719
H 5.10907 -2.60491 -4.04991
H 5.00888 -3.83101 -1.93648
H 2.15204 0.16728 -2.63626
H 2.14838 -3.35322 3.14536
H 0.86167 -2.75754 5.17199
H -0.68599 -0.82963 5.11848
H -0.99105 0.48600 3.06604
C 3.52281 0.83180 1.52848
C 2.75814 2.04800 1.18154
C 3.24559 3.38006 1.38288
C 2.26299 4.21120 0.95863
C 1.18535 3.37260 0.49560
C -0.06515 3.93229 -0.05429
N 1.50761 2.06050 0.63454
H 4.39534 1.10363 2.12046
H 3.86852 0.31992 0.62591
H 2.90578 0.13651 2.09365
H 4.20653 3.62804 1.80379
H 2.24375 5.28926 0.95515
H -0.39344 4.75798 0.58106
H -0.87282 3.21688 -0.12587
H 0.14458 4.35457 -1.04198
C -2.62585 4.30799 -4.15098
C -3.02068 2.91154 -4.62073
C -3.92745 2.22142 -3.60633
C -1.79902 2.05538 -4.95960
N -0.90089 1.86744 -3.82630
C -0.95111 0.98261 -2.83645
N 0.03554 1.24772 -2.00773
N 0.69695 2.30478 -2.52616
N 0.14364 2.68347 -3.61243
H -3.51485 4.92718 -4.03155
H -1.95595 4.80011 -4.85822
H -2.12425 4.26513 -3.18226
H -3.56061 3.00021 -5.56948
H -3.46363 2.14997 -2.61951
H -4.20557 1.21532 -3.93189
H -4.84722 2.79252 -3.47439
H -1.20151 2.51222 -5.74712
H -2.11072 1.06255 -5.28499
H -1.67913 0.19722 -2.72542

Spin multiplicity: 4
E_LUMO (alpha / beta) (eV): 0.107 / -1.598
Orbital gap (alpha / beta) (eV): 7.05 / 5.22
⟨S²⟩: 3.779
Total energy (eV): -73818.247
Molecular weight (g mol⁻¹): 736.863

[3]
This record from the Open Molecules 2025 dataset describes a molecular structure, C42H29BrClGeN3OPdS at a distorted geometry. The level of theory is the ωB97M-V functional and the def2-TZVPD basis.

Atoms and positions in Å:
Pd 1.07818 -0.15487 -0.82162
Cl 2.89437 -5.98281 3.74266
C 2.48909 -4.98617 2.24309
C 1.34074 -5.28722 1.52350
C 0.91376 -4.39816 0.59104
C 1.47579 -3.10375 0.28670
O 0.84654 -2.45321 -0.63595
C 2.55892 -2.78805 1.20856
C 3.18734 -1.45180 1.19625
N 2.76461 -0.34876 0.69362
C 3.36987 0.94189 0.94458
C 4.68865 1.05908 1.43630
C 5.11514 2.34243 1.71582
C 4.27228 3.41207 1.57845
C 2.93672 3.34516 1.09431
C 2.04985 4.45195 0.98214
C 0.86171 4.21966 0.28942
C 0.47659 3.02548 -0.18181
N 1.28699 1.79485 0.12026
C 2.53676 2.04089 0.70925
C 3.10241 -3.80354 2.05214
H 0.77342 -6.21770 1.70328
H 0.12922 -4.72314 -0.12598
H 4.26783 -1.47857 1.55978
H 5.11805 0.10161 1.65562
H 6.06746 2.34472 2.23222
H 4.50074 4.21710 2.25933
H 2.09233 5.53998 1.24941
H 0.22514 4.98514 0.09895
H -0.34365 2.75497 -0.65999
H 3.98096 -3.45874 2.62579
S -3.39397 -0.97002 -4.82269
C -2.38607 -0.71454 -3.52172
N -1.81135 -0.33769 -2.60057
C -1.12753 -0.00212 -1.50174
Ge -2.55575 -0.10910 -0.06891
C -3.47422 -1.80414 -0.20625
C -2.97529 -2.83553 -1.03346
C -3.61778 -4.06042 -1.07008
C -4.73259 -4.28410 -0.21130
C -5.28547 -3.27463 0.55404
C -4.67128 -2.03489 0.52998
C -3.62634 1.41632 -0.63172
C -3.51443 2.80308 -0.23512
C -4.26428 3.79727 -0.91402
C -5.09219 3.49254 -1.97268
C -5.29108 2.14663 -2.33608
C -4.55482 1.15792 -1.67005
C -1.77380 -0.02514 1.70964
C -1.04753 -1.17588 2.02673
C -0.29879 -1.20565 3.17921
C -0.30951 -0.13516 4.09566
C -1.09914 0.98374 3.78639
C -1.78784 1.04847 2.58633
H -2.12561 -2.69522 -1.58277
H -3.23790 -4.94662 -1.60757
H -5.19790 -5.26485 -0.21054
H -6.12839 -3.47016 1.20069
H -5.19348 -1.25158 1.01219
H -2.69592 3.12713 0.43533
H -3.95227 4.82509 -0.71710
H -5.62241 4.32907 -2.46734
H -5.85583 1.84848 -3.23318
H -4.75095 0.12526 -1.89768
H -0.92667 -1.99325 1.29824
H 0.42552 -1.99935 3.36212
H 0.47120 -0.02299 4.93179
H -1.15953 1.89003 4.42345
H -2.46627 1.94939 2.32934
Br 5.85618 2.57207 -4.87463
C 4.33565 1.65031 -3.94849
C 3.03101 2.03776 -4.10639
C 2.09789 1.40560 -3.32611
C 2.43620 0.46873 -2.33651
C 3.80970 0.28523 -2.15296
C 4.78281 0.71301 -3.02825
H 2.66466 2.71376 -4.81697
H 1.02013 1.77180 -3.38505
H 4.14612 -0.41368 -1.41019
H 5.86927 0.52752 -2.93016

Spin multiplicity: 5
Total charge: -2
E_LUMO (alpha / beta) (eV): 4.105 / 4.102
Orbital gap (alpha / beta) (eV): 4.42 / 6.54
⟨S²⟩: 6.055
Total energy (eV): -203932.837
Molecular weight (g mol⁻¹): 918.168